ORCA calculation (ωB97M-V/def2-TZVPD) on C34H59BrNP3Sr as an isolated structure at a distorted geometry.

```
99
C34H59BrNP3Sr, DFT ωB97M-V/def2-TZVPD
C -1.037 6.455 -4.580
C -1.265 5.084 -4.801
C -1.516 4.642 -6.110
C -1.503 5.593 -7.148
N -1.270 6.886 -6.920
C -1.047 7.308 -5.684
C -1.244 4.123 -3.733
C -1.169 3.331 -2.801
C -0.681 2.398 -1.852
C 0.451 2.605 -1.072
C 1.114 1.535 -0.481
C 0.707 0.214 -0.742
C -0.345 0.054 -1.705
C -1.212 1.114 -1.952
Sr -2.395 -0.386 -0.034
P 1.627 -1.428 -0.253
H -1.711 3.598 -6.305
H -0.856 6.826 -3.573
H -1.683 5.271 -8.164
H -0.861 8.374 -5.545
H -2.140 0.918 -2.501
H 0.834 3.635 -1.053
H -0.425 -0.784 -2.433
H 2.003 1.766 0.126
C 1.865 -2.986 0.857
C 2.725 -4.081 0.205
H 0.870 -3.367 1.136
H 2.358 -2.662 1.786
H 2.859 -4.903 0.925
H 2.255 -4.515 -0.686
H 3.729 -3.730 -0.062
C 1.794 -2.102 -1.940
C 2.732 -1.199 -2.717
H 0.813 -2.149 -2.441
H 2.147 -3.150 -1.954
H 2.649 -1.420 -3.796
H 2.493 -0.132 -2.599
H 3.775 -1.368 -2.401
C 3.133 -0.512 0.254
C 4.400 -1.312 0.369
H 2.819 -0.079 1.219
H 3.279 0.320 -0.435
H 5.200 -0.606 0.614
H 4.376 -2.073 1.155
H 4.657 -1.785 -0.584
Br -1.005 -1.682 2.038
P -2.772 -3.778 -2.463
C -0.955 -4.071 -2.505
C -0.604 -5.514 -2.867
H -0.523 -3.781 -1.541
H -0.524 -3.400 -3.256
H 0.453 -5.599 -3.140
H -0.802 -6.189 -2.028
H -1.188 -5.859 -3.725
C -3.293 -3.498 -0.730
C -4.607 -4.255 -0.506
H -3.524 -2.441 -0.541
H -2.509 -3.809 -0.029
H -4.792 -4.389 0.567
H -5.444 -3.675 -0.922
H -4.586 -5.243 -0.991
C -3.018 -2.190 -3.334
C -3.284 -2.398 -4.831
H -2.145 -1.539 -3.198
H -3.881 -1.685 -2.879
H -3.665 -1.479 -5.285
H -2.369 -2.683 -5.359
H -4.021 -3.188 -5.008
C -0.502 3.492 2.771
C 0.726 2.805 3.397
C 1.309 3.623 4.555
P 0.468 0.999 3.705
C 2.094 0.494 4.543
C 2.209 0.718 6.047
C 2.370 -0.970 4.216
C -0.875 0.803 5.031
C -0.929 1.716 6.262
C -2.240 0.747 4.281
H -1.348 3.573 3.468
H -0.837 2.978 1.855
H -0.226 4.516 2.473
H 1.497 2.773 2.604
H 0.669 3.611 5.442
H 2.312 3.278 4.833
H 1.415 4.670 4.246
H 2.842 1.120 4.026
H 1.614 -0.018 6.596
H 3.254 0.573 6.341
H 1.936 1.718 6.384
H 2.452 -1.128 3.140
H 3.304 -1.288 4.685
H 1.563 -1.617 4.573
H -0.655 -0.227 5.376
H -1.104 2.762 5.992
H -1.772 1.410 6.903
H -0.043 1.665 6.904
H -2.385 -0.235 3.802
H -3.065 0.939 4.983
H -2.299 1.522 3.509
```

HOMO level = -12.124 eV
charge = +2

ORCA calculation (ωB97M-V/def2-TZVPD) on a 10-piece molecular cluster, C34H59F2IN2O11S4 overall at a distorted geometry.

```
113
C34H59F2IN2O11S4, DFT ωB97M-V/def2-TZVPD
C -1.221 3.782 1.334
C -1.950 4.448 0.151
O -3.144 4.849 0.305
N -1.317 4.466 -1.165
H -1.098 5.496 -1.362
H -0.453 3.858 -0.935
C -1.975 3.846 -2.269
H -0.017 4.087 1.255
H -1.349 2.703 1.285
H -1.564 4.013 2.158
H -2.134 2.804 -2.240
H -1.396 3.943 -3.216
H -2.846 4.283 -2.505
C -0.968 -0.521 -0.826
C 0.528 -0.305 -0.628
O 1.071 -0.794 0.398
N 1.450 0.408 -1.635
H 0.954 0.482 -2.501
H 1.294 1.468 -1.401
C 2.872 0.249 -1.544
H -1.471 -1.184 -0.145
H -1.353 -1.010 -1.655
H -1.578 0.408 -0.582
H 3.182 -0.658 -2.084
H 3.236 0.142 -0.569
H 3.151 1.127 -2.036
I 0.147 0.638 -4.948
O 0.673 2.852 -0.754
H 1.094 3.199 -0.010
F 2.720 -2.959 -1.965
C 2.126 -3.614 -0.918
C 0.806 -4.175 -1.079
C 0.029 -4.527 -0.001
C 0.501 -4.392 1.270
C 1.846 -4.077 1.498
C 2.582 -3.592 0.432
H 0.350 -4.007 -2.044
H -1.077 -4.801 -0.153
H -0.132 -4.540 2.261
H 2.238 -4.148 2.524
H 3.728 -3.370 0.799
F -1.993 -0.177 1.889
C -2.522 -0.695 2.955
C -3.727 -0.244 3.450
C -4.223 -0.856 4.590
C -3.738 -2.001 5.185
C -2.580 -2.577 4.645
C -1.996 -1.916 3.552
H -4.148 0.687 3.317
H -5.116 -0.269 5.162
H -4.261 -2.524 5.995
H -2.414 -3.497 5.224
H -1.062 -2.240 3.052
C 5.121 4.619 -1.359
C 4.952 4.913 0.001
C 6.041 4.448 0.813
S 6.642 2.946 -0.039
O 6.024 1.782 0.566
O 8.085 3.006 -0.232
C 5.828 3.257 -1.547
H 5.880 5.260 -1.707
H 4.388 4.827 -1.936
H 4.060 4.306 0.228
H 4.913 5.912 0.245
H 5.763 4.122 1.716
H 6.867 5.073 0.847
H 5.126 2.500 -1.503
H 6.524 3.044 -2.357
C -5.955 -1.151 -1.290
C -6.934 -0.280 -0.619
C -6.642 1.072 -0.906
S -4.967 1.219 -0.873
O -4.407 1.444 0.389
O -4.634 2.083 -1.855
C -4.574 -0.533 -1.353
H -6.201 -1.298 -2.258
H -6.051 -2.231 -0.945
H -6.608 -0.461 0.432
H -7.992 -0.629 -0.609
H -7.115 1.746 -0.291
H -6.968 1.365 -1.931
H -3.916 -0.866 -0.614
H -4.250 -0.524 -2.233
C -4.383 -4.094 -4.698
C -3.390 -2.887 -4.824
C -2.169 -3.333 -4.300
S -2.599 -4.077 -2.756
O -2.572 -3.212 -1.680
O -1.814 -5.273 -2.691
C -4.329 -4.440 -3.173
H -4.122 -4.916 -5.262
H -5.563 -3.848 -4.924
H -3.851 -2.126 -4.371
H -3.452 -2.688 -5.882
H -1.565 -2.460 -4.092
H -1.517 -3.933 -4.768
H -4.971 -3.925 -2.761
H -4.460 -5.515 -2.680
C 4.899 1.282 3.970
C 4.362 0.299 3.004
C 4.718 -1.020 3.469
S 6.349 -0.843 4.239
O 7.395 -1.547 3.571
O 6.138 -1.184 5.654
C 6.396 0.982 4.167
H 4.196 1.358 4.802
H 4.595 2.212 3.523
H 4.724 0.327 1.897
H 3.353 0.285 2.832
H 4.970 -1.790 2.745
H 3.892 -1.370 4.217
H 7.060 1.175 3.216
H 6.949 1.020 5.260
```

HOMO level = -7.206 eV

ORCA calculation (ωB97M-V/def2-TZVPD) on C34H59F6KN6O13S3Si as an isolated structure at a distorted geometry.

```
123
C34H59F6KN6O13S3Si, DFT ωB97M-V/def2-TZVPD
K -0.848 -0.350 -2.434
C -0.965 -3.169 1.057
O -2.360 -3.148 0.746
C -2.834 -1.808 0.633
C -4.344 -1.866 0.413
O -4.760 -1.173 -0.749
C -5.154 0.160 -0.506
C -4.105 1.064 0.112
O -3.102 1.406 -0.812
C -2.103 2.185 -0.166
H -0.746 -2.504 1.894
H -0.720 -4.200 1.315
H -0.376 -2.859 0.188
H -2.522 -1.241 1.516
H -2.371 -1.296 -0.223
H -4.624 -2.915 0.282
H -4.885 -1.485 1.289
H -5.475 0.560 -1.469
H -6.026 0.162 0.171
H -4.623 1.980 0.451
H -3.653 0.617 1.007
H -2.532 3.135 0.183
H -1.673 1.628 0.677
H -1.339 2.421 -0.905
F -2.470 4.176 -6.012
C -1.609 3.259 -5.546
F -0.413 3.847 -5.379
F -1.484 2.310 -6.472
S -2.163 2.604 -3.913
O -1.104 1.709 -3.496
O -2.415 3.778 -3.142
N -3.496 1.871 -4.356
S -3.859 0.355 -4.157
O -5.277 0.173 -4.102
O -3.022 -0.335 -3.210
C -3.390 -0.417 -5.775
F -3.815 0.316 -6.816
F -3.929 -1.634 -5.880
F -2.059 -0.534 -5.864
N 2.119 -0.039 -4.564
C 3.130 -0.238 -3.527
C 2.569 -0.545 -2.144
C 1.806 -1.894 -2.139
O 2.391 -2.863 -2.638
O 0.653 -1.876 -1.623
H 1.586 -0.895 -4.678
H 1.472 0.697 -4.296
H 3.764 0.657 -3.502
H 3.764 -1.074 -3.834
H 1.939 0.283 -1.795
H 3.385 -0.677 -1.425
C 4.238 3.014 -2.005
N 3.757 4.176 -1.292
C 4.517 4.963 -0.451
C 3.698 5.890 0.089
N 2.445 5.657 -0.439
C 2.461 4.596 -1.300
S 1.175 3.990 -2.162
H 5.114 3.279 -2.597
H 3.438 2.677 -2.661
H 4.482 2.216 -1.303
H 5.564 4.783 -0.290
H 3.896 6.678 0.790
H 1.586 6.117 -0.202
N -1.839 -4.062 -1.954
C -2.220 -3.401 -3.080
N -1.510 -3.679 -4.139
C -0.569 -4.590 -3.679
C 0.455 -5.237 -4.368
C 1.267 -6.100 -3.665
C 1.075 -6.319 -2.290
C 0.068 -5.687 -1.592
C -0.748 -4.822 -2.313
H -2.155 -3.834 -1.011
H -3.048 -2.709 -3.047
H 0.618 -5.036 -5.419
H 2.087 -6.595 -4.168
H 1.745 -6.988 -1.765
H -0.063 -5.841 -0.529
C 2.158 3.259 3.932
C 1.694 2.663 2.602
C 0.373 3.280 2.176
C 2.746 2.883 1.518
O 1.599 1.262 2.775
Si 0.291 0.279 3.114
O -0.873 0.266 2.076
O 1.046 -1.175 3.449
C 2.257 -1.739 2.959
C 2.478 -1.443 1.481
C 3.413 -1.190 3.793
C 2.137 -3.246 3.176
O -0.151 0.818 4.646
C -1.031 0.178 5.554
C -2.019 -0.748 4.850
C -0.186 -0.616 6.550
C -1.788 1.292 6.276
H 2.233 4.350 3.873
H 3.138 2.858 4.198
H 1.455 2.994 4.720
H 0.501 4.357 2.018
H -0.397 3.131 2.932
H 0.022 2.830 1.251
H 2.948 3.949 1.375
H 2.409 2.457 0.572
H 3.675 2.386 1.809
H 2.633 -0.379 1.312
H 1.628 -1.750 0.874
H 3.360 -1.981 1.123
H 3.462 -0.107 3.699
H 4.363 -1.618 3.461
H 3.266 -1.438 4.846
H 1.313 -3.651 2.593
H 1.948 -3.456 4.231
H 3.056 -3.756 2.876
H -1.505 -1.579 4.369
H -2.562 -0.214 4.075
H -2.723 -1.158 5.582
H 0.420 -1.348 6.018
H -0.817 -1.138 7.275
H 0.485 0.058 7.086
H -2.387 1.862 5.565
H -1.076 1.972 6.746
H -2.451 0.889 7.046
```

HOMO level = -3.652 eV
charge = -2

ORCA calculation (ωB97M-V/def2-TZVPD) on C34H60AgBO38 as an isolated structure at a distorted geometry.

```
134
C34H60AgBO38, DFT ωB97M-V/def2-TZVPD
Ag -0.157 -0.606 -0.195
O 0.059 3.953 -1.080
C 1.166 3.765 -0.563
O 2.162 4.564 -0.334
B 3.213 3.939 0.441
O 2.648 2.629 0.898
C 1.492 2.432 0.245
O 0.703 1.501 0.236
O 3.747 4.787 1.554
C 4.891 5.323 1.254
O 5.439 6.226 1.872
C 5.361 4.567 -0.100
O 4.343 3.682 -0.458
O 6.408 4.887 -0.686
C 7.155 2.413 -2.893
O 6.373 1.374 -3.576
C 5.618 0.473 -2.808
O 5.743 0.303 -1.634
O 4.788 -0.164 -3.635
C 4.034 -1.321 -3.246
H 7.787 2.956 -3.596
H 7.754 1.935 -2.118
H 6.484 3.074 -2.345
H 4.819 -2.065 -3.112
H 3.367 -1.738 -4.001
H 3.532 -1.217 -2.284
C 1.824 -1.538 3.350
O 2.911 -1.136 2.538
C 2.849 -0.833 1.233
O 1.989 -1.264 0.357
O 3.939 -0.167 0.795
C 5.199 0.065 1.517
H 1.986 -1.392 4.417
H 1.621 -2.592 3.157
H 0.926 -0.943 3.186
H 5.859 0.644 0.871
H 5.780 -0.803 1.829
H 5.114 0.672 2.418
C -3.786 -4.412 2.226
O -2.733 -3.998 2.981
C -1.450 -4.460 2.812
O -0.433 -4.048 3.430
O -1.367 -5.439 1.911
C -0.074 -5.679 1.382
H -3.719 -4.504 1.142
H -4.630 -3.740 2.384
H -4.193 -5.375 2.533
H 0.603 -5.767 2.232
H 0.483 -4.904 0.856
H -0.121 -6.606 0.811
C -5.188 4.225 3.546
O -3.763 3.934 3.591
C -3.054 4.405 2.638
O -3.393 5.064 1.623
O -1.686 4.145 2.922
C -0.629 4.476 2.016
H -5.501 5.197 3.926
H -5.513 3.464 4.255
H -5.703 4.178 2.587
H -0.568 5.541 1.794
H -0.947 3.825 1.201
H 0.320 4.076 2.372
C -2.959 1.790 -4.540
O -2.510 0.900 -3.585
C -2.466 1.171 -2.163
O -2.294 0.262 -1.313
O -2.774 2.470 -1.940
C -2.648 2.830 -0.520
H -3.892 2.170 -4.123
H -2.939 1.263 -5.494
H -2.337 2.677 -4.664
H -1.645 2.654 -0.128
H -3.331 2.321 0.160
H -2.870 3.895 -0.465
C -0.344 -2.027 -5.210
O 0.351 -0.854 -5.285
C 0.765 -0.186 -4.193
O 0.767 -0.561 -3.036
O 1.371 0.987 -4.582
C 1.998 1.871 -3.668
H 0.323 -2.846 -4.941
H -0.676 -2.212 -6.232
H -1.277 -1.870 -4.670
H 2.685 2.606 -4.089
H 2.581 1.231 -3.007
H 1.233 2.414 -3.111
C -3.153 -3.470 -2.216
O -1.886 -3.933 -2.569
C -0.834 -3.645 -1.858
O -0.764 -2.936 -0.900
O 0.251 -4.172 -2.449
C 1.588 -3.826 -1.993
H -3.539 -3.760 -1.239
H -3.861 -3.905 -2.921
H -3.142 -2.380 -2.216
H 2.314 -4.596 -2.255
H 1.605 -3.794 -0.904
H 1.912 -2.847 -2.345
C 6.959 -3.301 -1.227
O 6.289 -3.401 -0.015
C 5.033 -3.750 0.044
O 4.341 -4.032 -0.958
O 4.626 -3.924 1.335
C 3.398 -4.513 1.639
H 7.947 -3.669 -0.948
H 6.961 -2.253 -1.525
H 6.527 -3.924 -2.010
H 2.594 -3.811 1.862
H 3.582 -4.982 2.605
H 3.151 -5.334 0.966
C -5.839 0.751 -0.390
O -6.277 1.308 0.868
C -7.666 1.452 1.058
O -8.446 1.099 0.314
O -7.964 2.262 2.118
C -9.284 2.184 2.682
H -5.617 1.470 -1.179
H -6.489 -0.060 -0.719
H -4.914 0.177 -0.336
H -9.180 1.262 3.254
H -10.059 2.293 1.923
H -9.364 2.959 3.445
C -4.427 0.472 2.941
O -3.415 -0.338 2.370
C -2.113 0.001 2.451
O -1.180 -0.637 1.975
O -2.029 0.967 3.350
C -0.801 1.239 4.012
H -4.363 0.774 3.986
H -5.413 0.026 2.813
H -4.559 1.458 2.496
H -0.970 2.111 4.644
H 0.038 1.490 3.362
H -0.559 0.499 4.775
```

HOMO level = -9.358 eV